# 1
Entry from OMol25: a 7-piece molecular cluster, C26H47Br12F4INO overall in a non-equilibrium geometry (wB97M-V/def2-TZVPD).

Results
- ⟨S²⟩: 0.754
- Spin multiplicity: 2
- Kohn-Sham gap (alpha / beta): 0.3181 / 0.3455 hartree
- E_LUMO (alpha / beta): 0.18 / 0.18 eV
- HOMO (alpha / beta): -0.31135 / -0.33878 hartree

```
92
Properties=species:S:1:pos:R:3:lowdin_charge:R:1
C 2.53 -0.04 1.09 -0.193
C 2.17 1.15 0.20 -0.710
I 3.98 1.56 -0.93 0.911
C 1.04 0.73 -0.75 -0.212
C -0.21 1.65 -0.84 -0.257
C 0.15 2.97 -1.53 -0.415
F -0.86 3.42 -2.29 0.112
F 1.17 2.76 -2.39 0.085
C 0.59 4.16 -0.64 -0.325
F 1.89 4.15 -0.36 0.084
F 0.38 5.29 -1.37 0.066
C -1.23 0.80 -1.66 -0.034
C -2.31 0.06 -0.85 -0.438
C -3.31 -0.48 -1.88 -0.041
C -1.79 -1.20 -0.14 -0.050
N -3.07 0.95 0.08 -0.078
O -4.10 1.48 -0.48 -0.008
C -2.25 2.00 0.76 -0.446
C -2.55 1.92 2.28 -0.029
C -2.68 3.41 0.36 -0.049
C -0.75 1.76 0.62 -0.060
H 1.73 -0.26 1.78 0.042
H 3.50 0.07 1.56 0.053
H 2.62 -0.90 0.43 0.075
H 1.92 1.98 0.85 0.070
H 1.40 0.47 -1.74 0.095
H 0.65 -0.20 -0.35 0.090
H -0.01 4.31 0.25 0.083
H -1.74 1.37 -2.43 0.124
H -0.68 0.03 -2.18 0.120
H -4.20 -0.86 -1.40 0.096
H -3.53 0.23 -2.66 0.075
H -2.82 -1.33 -2.35 0.051
H -2.56 -1.96 -0.15 0.052
H -0.91 -1.58 -0.64 0.081
H -1.56 -1.01 0.91 0.031
H -3.62 1.83 2.44 0.094
H -2.00 1.13 2.78 0.001
H -2.26 2.87 2.71 0.084
H -2.04 4.10 0.90 0.029
H -2.68 3.56 -0.71 0.091
H -3.68 3.60 0.71 0.068
H -0.54 0.80 1.07 0.106
H -0.24 2.48 1.25 0.128
Br 8.20 0.94 -0.35 0.581
C 8.07 0.28 -2.18 -0.699
C 7.12 -0.88 -2.28 -0.710
Br 7.91 -2.52 -1.60 0.599
H 9.08 0.04 -2.49 0.048
H 7.71 1.13 -2.76 0.057
H 6.89 -1.09 -3.33 0.058
H 6.20 -0.72 -1.73 0.001
Br -1.85 -4.17 1.76 0.622
C -1.16 -5.65 0.71 -0.713
C -1.11 -5.28 -0.75 -0.691
Br -2.87 -5.30 -1.58 0.601
H -1.79 -6.51 0.92 0.056
H -0.16 -5.83 1.10 -0.059
H -0.52 -6.01 -1.31 0.061
H -0.70 -4.29 -0.90 0.038
Br -2.00 -1.36 3.84 0.667
C -0.97 -1.19 5.48 -0.663
C 0.38 -0.59 5.23 -0.680
Br 1.59 -1.89 4.43 0.626
H -0.92 -2.18 5.92 0.053
H -1.57 -0.54 6.12 0.061
H 0.85 -0.30 6.16 0.059
H 0.35 0.26 4.55 0.047
Br 3.83 -5.82 1.02 0.610
C 3.66 -5.75 2.96 -0.693
C 2.86 -6.91 3.49 -0.675
Br 0.96 -6.67 3.15 0.699
H 3.21 -4.79 3.20 0.034
H 4.68 -5.78 3.34 0.060
H 2.96 -6.98 4.57 0.059
H 3.14 -7.86 3.04 0.050
Br -1.28 -2.93 -4.53 0.605
C -2.01 -2.07 -6.12 -0.686
C -3.26 -1.29 -5.80 -0.694
Br -4.79 -2.46 -5.55 0.612
H -2.18 -2.86 -6.85 0.050
H -1.22 -1.41 -6.48 0.057
H -3.52 -0.65 -6.64 0.059
H -3.16 -0.70 -4.90 0.028
Br -0.72 6.48 1.92 0.668
C -1.62 7.12 0.32 -0.674
C -2.85 7.92 0.66 -0.684
Br -4.33 6.77 1.20 0.630
H -1.84 6.25 -0.29 0.037
H -0.89 7.74 -0.19 0.065
H -3.21 8.45 -0.22 0.060
H -2.69 8.62 1.47 0.049
```



# 2
Entry from OMol25: a 5-piece molecular cluster, C14H33N4O5 overall in a non-equilibrium geometry (wB97M-V/def2-TZVPD).

Results
- Spin multiplicity: 1
- Kohn-Sham gap: 0.2000 hartree
- E_LUMO: 2.66 eV
- Total charge: -1
- ΔE to the lowest compared entry with this formula, charge and spin: 0.0 kcal per mole
- HOMO: -0.10234 hartree

```
56
Properties=species:S:1:pos:R:3:lowdin_charge:R:1
C 0.61 -0.82 0.24 -0.137
C -0.59 -0.49 -0.73 -0.606
O -1.12 -1.52 -1.40 -0.346
H 0.68 0.01 0.95 0.034
H 1.54 -0.91 -0.34 0.043
H 0.45 -1.81 0.67 0.036
H -0.22 0.32 -1.41 0.065
H -1.32 -0.08 0.03 0.048
C 0.06 4.52 2.73 -0.367
O 0.69 4.55 3.77 -0.007
N -0.56 3.44 2.23 -0.185
C -0.67 2.25 3.06 -0.031
C -1.28 3.48 0.99 -0.063
H -0.04 5.40 2.07 0.129
H -0.95 2.52 4.08 0.088
H 0.31 1.76 3.12 0.088
H -1.35 1.54 2.61 0.070
H -2.34 3.22 1.08 0.087
H -1.14 4.45 0.51 0.080
H -0.83 2.80 0.25 0.084
C 3.57 3.67 -1.15 -0.356
O 2.61 4.18 -0.61 0.017
N 3.48 2.72 -2.10 -0.201
C 2.18 2.37 -2.63 -0.040
C 4.62 2.34 -2.88 -0.084
H 4.60 3.99 -0.95 0.129
H 2.30 1.46 -3.22 0.089
H 1.78 3.12 -3.33 0.095
H 1.47 2.21 -1.84 0.076
H 5.54 2.66 -2.37 0.080
H 4.68 1.26 -2.97 0.089
H 4.63 2.79 -3.88 0.089
C -3.92 -0.21 1.87 -0.339
O -3.91 0.28 2.99 -0.009
N -5.00 -0.31 1.07 -0.203
C -4.78 -0.51 -0.34 -0.062
C -6.34 -0.14 1.54 -0.066
H -3.01 -0.65 1.44 0.127
H -4.72 0.39 -0.96 0.089
H -5.51 -1.21 -0.76 0.082
H -3.82 -1.01 -0.52 0.082
H -7.00 -0.88 1.08 0.081
H -6.35 -0.29 2.62 0.085
H -6.73 0.85 1.30 0.088
C 1.29 -4.28 -1.17 -0.328
O 0.65 -4.40 -2.17 0.044
N 2.24 -5.17 -0.72 -0.212
C 2.76 -5.13 0.64 -0.064
C 2.63 -6.26 -1.53 -0.089
H 1.17 -3.42 -0.49 0.107
H 2.30 -5.92 1.24 0.084
H 2.58 -4.15 1.08 0.083
H 3.84 -5.25 0.59 0.078
H 2.07 -7.19 -1.34 0.088
H 2.49 -6.02 -2.59 0.084
H 3.70 -6.50 -1.44 0.079
```



# 3
Entry from OMol25: C3H5AuO3 as an isolated structure in a non-equilibrium geometry (wB97M-V/def2-TZVPD).

Results
- ⟨S²⟩: 2.020
- Spin multiplicity: 3
- Kohn-Sham gap (alpha / beta): 0.2993 / 0.2047 hartree
- E_LUMO (alpha / beta): -11.40 / -15.42 eV
- Total charge: +2
- ΔE to the lowest compared entry with this formula, charge and spin: 51.8 kcal per mole
- HOMO (alpha / beta): -0.71831 / -0.77149 hartree

```
12
Properties=species:S:1:pos:R:3:lowdin_charge:R:1
H 0.62 3.82 -0.44 0.143
O 1.27 -0.26 -0.04 0.207
C 0.48 0.75 0.22 -0.369
C 0.50 -1.49 -0.10 0.015
O 0.59 1.83 -0.45 -0.163
O -0.75 0.37 0.54 0.086
C -0.85 -1.07 0.49 -0.005
H 1.02 -2.24 0.49 0.175
H 0.44 -1.79 -1.15 0.172
H -1.00 -1.43 1.51 0.165
H -1.70 -1.33 -0.14 0.165
Au -0.63 2.84 -0.92 1.408
```



# 4
Entry from OMol25: one molecule with the formula C2H5N3OS in a non-equilibrium geometry (wB97M-V/def2-TZVPD).

Results
- SMILES: [H]/N=C(\N)SNC=O
- Spin multiplicity: 1
- Kohn-Sham gap: 0.3650 hartree
- E_LUMO: 0.40 eV
- ΔE to the lowest compared entry with this formula, charge and spin: 61.8 kcal per mole
- HOMO: -0.35036 hartree

```
12
Properties=species:S:1:pos:R:3:lowdin_charge:R:1
C 1.24 -0.42 0.03 -0.823
C -1.71 0.60 0.79 -0.543
H 3.15 -1.19 0.39 0.138
H 3.03 -0.74 -1.23 0.105
H 1.50 -1.62 1.60 0.094
H -2.08 -0.29 -1.12 0.167
H -1.16 1.68 1.05 0.169
N 2.62 -0.46 -0.28 -0.022
N 0.81 -0.95 1.09 0.060
N -1.35 0.27 -0.47 -0.325
O -2.57 0.06 1.36 0.065
S 0.27 0.54 -1.18 0.916
```



# 5
Entry from OMol25: a 2-piece molecular cluster, C2H3NO2 overall in a non-equilibrium geometry (wB97M-V/def2-TZVPD).

Results
- Spin multiplicity: 1
- Kohn-Sham gap (alpha / beta): 0.3015 / 0.3254 hartree
- E_LUMO (alpha / beta): 0.00 / 0.31 eV
- ΔE to the lowest compared entry with this formula, charge and spin: 167.4 kcal per mole
- HOMO (alpha / beta): -0.30133 / -0.31407 hartree

```
8
Properties=species:S:1:pos:R:3:lowdin_charge:R:1
C 1.87 0.27 0.52 -0.048
C -0.67 0.33 -0.16 -0.223
N -1.34 -0.95 -0.22 0.002
O 2.71 1.04 0.21 0.041
O -1.58 0.06 0.76 -0.065
H 1.88 -0.81 0.76 0.076
H -0.80 1.17 -0.96 0.125
H -2.07 -1.12 -0.91 0.092
```